C25H24Br2ClN4O3PbSSbSe4 | ωB97M-V with the def2-TZVPD basis set

The geometry in XYZ format:
```
66
Properties=species:S:1:pos:R:3:nbo_charge:R:1
Pb -0.891 -0.388 0.195 1.071
C 0.168 -3.116 5.534 -0.637
C 0.087 -1.748 4.930 -0.039
C 0.100 -0.590 5.688 -0.152
C -0.038 0.647 5.073 -0.290
C -0.175 0.656 3.700 0.169
Br -0.342 2.326 2.798 0.065
N -0.181 -0.423 2.948 -0.499
C -0.066 -1.603 3.555 0.093
H 0.630 -3.086 6.521 0.201
H 0.750 -3.785 4.899 0.219
H -0.838 -3.535 5.610 0.256
H 0.212 -0.648 6.765 0.205
H -0.041 1.571 5.633 0.221
H -0.111 -2.471 2.904 0.238
Se -3.354 -3.095 3.913 -0.835
Sb -3.516 -2.580 1.552 1.126
Se -3.418 -0.066 1.211 -0.859
Se -1.282 -3.079 0.422 -0.883
Se -5.312 -3.570 0.292 -0.787
C -4.358 2.194 -3.712 -0.638
C -3.303 1.130 -3.651 -0.044
C -2.671 0.651 -4.793 -0.162
C -1.681 -0.307 -4.694 -0.274
C -1.348 -0.759 -3.426 0.171
Br -0.024 -2.102 -3.255 0.089
N -1.925 -0.324 -2.329 -0.490
C -2.885 0.600 -2.440 0.064
H -5.143 1.923 -4.422 0.201
H -3.916 3.143 -4.021 0.252
H -4.812 2.341 -2.733 0.226
H -2.955 1.036 -5.767 0.207
H -1.172 -0.698 -5.563 0.222
H -3.339 0.912 -1.506 0.231
S -1.607 4.262 -2.369 -0.255
C -0.893 3.642 -3.740 0.234
N 0.279 2.929 -3.643 -0.537
C 0.825 2.276 -4.665 0.141
C 0.273 2.368 -5.915 -0.403
C -0.862 3.182 -6.003 0.108
N -1.433 3.789 -4.993 -0.498
H 0.829 2.844 -2.729 0.484
H 1.700 1.693 -4.407 0.244
H 0.685 1.851 -6.768 0.218
H -1.336 3.336 -6.971 0.176
C 2.726 -2.867 0.557 -0.628
C 2.972 -1.959 1.725 -0.032
C 3.256 -2.448 2.987 -0.224
C 3.441 -1.580 4.055 -0.058
Cl 3.781 -2.232 5.644 -0.046
C 3.349 -0.217 3.886 -0.244
C 3.072 0.294 2.623 -0.248
C 2.877 -0.567 1.549 0.310
O 2.577 -0.168 0.294 -0.479
C 2.430 1.225 0.057 -0.188
C 1.936 1.496 -1.365 0.757
O 2.013 2.720 -1.689 -0.782
O 1.468 0.574 -2.044 -0.722
H 2.950 -3.901 0.821 0.203
H 3.328 -2.570 -0.302 0.224
H 1.680 -2.815 0.244 0.254
H 3.320 -3.518 3.146 0.218
H 3.477 0.448 4.729 0.220
H 2.979 1.362 2.496 0.225
H 3.376 1.749 0.219 0.185
H 1.682 1.644 0.739 0.205
```

Results
2S+1: 1
Charge: -2
Kohn-Sham gap, eV: 5.90
Relative energy (zero: lowest compared OMol25 entry of this formula, charge and spin), kcal per mole: 0.5
Calculated total energy, eV: -475038.2780
Largest force on an atom, eV/A: 0.3
LUMO, eV: 3.824
HOMO, eV: -2.08